A cluster of 12 separate species, C64H56N12O20 in total in a non-equilibrium geometry, computed with ωB97M-V with the def2-TZVPD basis set.

Calculated values
M = 1313.22 g mol⁻¹
LUMO level = -1.2 eV
structure (SMILES) = O=[N+]([O-])c1ccccc1.O=[N+]([O-])c1ccccc1.O=[N+]([O-])c1ccccc1.O=[N+]([O-])c1ccccc1.O=[N+]([O-])c1ccccc1.O=[N+]([O-])c1ccccc1.O=[N+]([O-])c1ccccc1.O=[N+]([O-])c1ccccc1.O=[N+]([O-])c1ccccc1.O=[N+]([O-])c1ccccc1.CC#N.CC#N

The geometry in ORCA input format:
```
! RIJCOSX wB97M-V def2-TZVPD def2/J DEFGRID3
* xyz 0 1
O -24.088 10.468 18.446
N -23.649 9.973 19.494
O -24.013 8.890 19.901
C -22.495 10.574 20.194
C -22.222 10.348 21.515
C -21.045 10.767 22.110
C -20.200 11.654 21.430
C -20.434 11.859 20.037
C -21.571 11.329 19.497
H -22.888 9.708 22.075
H -20.858 10.469 23.131
H -19.322 12.095 21.878
H -19.797 12.497 19.442
H -21.697 11.333 18.424
O -21.762 4.488 19.424
N -22.269 5.435 18.808
O -23.380 5.348 18.250
C -21.362 6.577 18.426
C -21.857 7.610 17.611
C -21.061 8.754 17.424
C -19.777 8.776 17.948
C -19.187 7.629 18.504
C -19.982 6.542 18.755
H -22.856 7.622 17.201
H -21.456 9.606 16.893
H -19.253 9.710 17.807
H -18.135 7.692 18.739
H -19.564 5.654 19.207
O -24.521 17.522 16.504
N -24.630 16.311 16.697
O -25.658 15.848 17.266
C -23.574 15.303 16.329
C -22.406 15.740 15.751
C -21.398 14.882 15.345
C -21.623 13.539 15.657
C -22.763 13.064 16.280
C -23.800 13.967 16.575
H -22.344 16.787 15.491
H -20.488 15.327 14.973
H -20.819 12.852 15.437
H -22.787 12.000 16.461
H -24.749 13.630 16.967
O -17.959 3.739 19.419
N -18.381 3.122 18.385
O -19.346 3.429 17.667
C -17.726 1.833 18.027
C -18.447 0.929 17.216
C -17.750 -0.259 16.817
C -16.557 -0.588 17.406
C -15.975 0.204 18.396
C -16.542 1.445 18.642
H -19.391 1.206 16.770
H -18.214 -0.891 16.075
H -16.065 -1.496 17.088
H -15.058 -0.037 18.913
H -16.019 2.105 19.318
O -27.743 2.535 19.056
N -27.492 1.307 19.064
O -28.345 0.466 18.810
C -26.122 0.833 19.274
C -25.879 -0.524 19.483
C -24.572 -0.938 19.832
C -23.538 -0.018 19.771
C -23.751 1.329 19.460
C -25.054 1.738 19.230
H -26.624 -1.303 19.425
H -24.286 -1.893 20.245
H -22.528 -0.237 20.084
H -22.948 2.051 19.462
H -25.142 2.784 18.978
O -21.934 3.948 15.089
N -22.336 2.971 15.712
O -23.042 3.079 16.706
C -21.805 1.650 15.263
C -20.971 1.482 14.159
C -20.696 0.240 13.687
C -21.061 -0.907 14.419
C -21.671 -0.759 15.641
C -22.045 0.516 16.122
H -20.643 2.357 13.618
H -20.084 0.130 12.804
H -20.998 -1.929 14.073
H -21.996 -1.589 16.251
H -22.530 0.511 17.087
O -15.082 9.985 21.075
N -16.291 9.985 21.276
O -17.019 10.922 21.066
C -16.899 8.706 21.895
C -16.169 7.876 22.796
C -16.712 6.741 23.369
C -18.100 6.556 23.238
C -18.838 7.367 22.374
C -18.243 8.441 21.688
H -15.111 7.979 22.984
H -16.074 6.133 23.994
H -18.632 5.823 23.826
H -19.897 7.239 22.208
H -18.842 9.120 21.098
O -23.722 5.897 13.482
N -22.967 6.774 13.946
O -23.311 7.630 14.759
C -21.531 6.726 13.605
C -20.565 7.551 14.264
C -19.183 7.289 14.122
C -18.814 6.260 13.248
C -19.741 5.391 12.673
C -21.100 5.762 12.743
H -20.908 8.312 14.950
H -18.456 7.907 14.629
H -17.749 6.110 13.151
H -19.432 4.591 12.017
H -21.784 5.092 12.244
O -27.064 4.288 21.992
N -26.368 4.660 21.067
O -25.135 4.420 21.060
C -26.878 5.523 20.030
C -28.261 5.511 19.704
C -28.719 6.374 18.730
C -27.956 7.319 18.089
C -26.608 7.383 18.490
C -26.090 6.510 19.478
H -28.914 4.846 20.250
H -29.776 6.317 18.514
H -28.281 7.999 17.315
H -26.000 8.125 17.995
H -25.043 6.655 19.700
O -11.096 8.617 21.144
N -11.863 8.517 20.187
O -11.832 9.320 19.280
C -12.939 7.460 20.172
C -13.146 6.614 21.255
C -14.137 5.622 21.226
C -15.007 5.520 20.168
C -14.859 6.418 19.089
C -13.794 7.361 19.077
H -12.523 6.647 22.137
H -14.140 4.914 22.041
H -15.679 4.676 20.099
H -15.557 6.467 18.266
H -13.723 8.103 18.296
C -15.748 10.889 16.315
C -16.168 9.476 16.422
N -16.520 8.367 16.555
H -16.236 11.369 17.163
H -15.961 11.339 15.345
H -14.663 10.979 16.368
C -25.406 4.621 16.185
C -25.843 4.209 14.856
N -26.135 3.883 13.821
H -26.254 5.260 16.432
H -24.527 5.265 16.167
H -25.260 3.765 16.845
*
```

Löwdin atomic charge list, values in e, 99 entries: O 0.061; N -0.306; O 0.084; C -0.141; C -0.014; C -0.066; C -0.045; C -0.048; C -0.045; H 0.123; H 0.111; H 0.099; H 0.111; H 0.085; O 0.055; N -0.263; O 0.028; C -0.080; C 0.002; C -0.103; C -0.078; C -0.075; C -0.001; H 0.104; H 0.099; H 0.099; H 0.088; H 0.086; O 0.069; N -0.300; O 0.036; C -0.140; C -0.025; C -0.051; C -0.086; C -0.058; C 0.017; H 0.118; H 0.109; H 0.099; H 0.087; H 0.121; O 0.030; N -0.268; O 0.071; C -0.128; C 0.039; C -0.052; C -0.084; C -0.056; C -0.018; H 0.090; H 0.099; H 0.107; H 0.109; H 0.108; O 0.052; N -0.310; O 0.078; C -0.128; C 0.011; C -0.063; C -0.092; C -0.066; C 0.001; H 0.115; H 0.103; H 0.104; H 0.100; H 0.097; O 0.076; N -0.283; O 0.055; C -0.096; C -0.026; C -0.068; C -0.073; C -0.078; C 0.028; H 0.113; H 0.110; H 0.108; H 0.107; H 0.093; O 0.071; N -0.330; O 0.068; C -0.089; C -0.023; C -0.072; C -0.053; C -0.054; C -0.029; H 0.107; H 0.108; H 0.106; H 0.108; H 0.095; O 0.060

***

An isolated molecule of C4H7N3 in a non-equilibrium geometry, computed with ωB97M-V with the def2-TZVPD basis set.

Calculated values
M = 97.12 g mol⁻¹
LUMO level = 0.6 eV
structure (SMILES) = CN1C=NN=CC1

The geometry in ORCA input format:
```
! RIJCOSX wB97M-V def2-TZVPD def2/J DEFGRID3
* xyz 0 1
C 0.571 -1.569 0.994
N 0.189 -0.441 0.035
C 1.087 0.222 -0.797
N 0.912 1.037 -1.751
N -0.423 1.667 -1.859
C -1.159 1.423 -0.767
C -0.850 0.353 0.338
H 0.967 -1.312 1.885
H -0.410 -1.991 1.036
H 1.445 -1.794 0.557
H 2.062 -0.068 -0.753
H -2.112 2.090 -0.629
H -1.744 -0.385 0.430
H -0.534 0.769 1.281
*
```

Now the Löwdin charges, all in e: C 0.040; N -0.191; C -0.218; N 0.017; N 0.021; C -0.103; C -0.232; H 0.049; H 0.095; H 0.049; H 0.088; H 0.125; H 0.147; H 0.114

***

A cluster of 3 separate species, C2H7NO3P in total in a non-equilibrium geometry, computed with ωB97M-V with the def2-TZVPD basis set.

Calculated values
M = 124.06 g mol⁻¹
LUMO level = 3.8 eV

The geometry in ORCA input format:
```
! RIJCOSX wB97M-V def2-TZVPD def2/J DEFGRID3
* xyz -1 1
C -1.693 0.689 1.138
C -1.675 1.041 -0.367
N 2.710 1.301 0.836
O 0.614 -1.452 0.465
O 1.014 -1.416 -1.988
O -2.499 0.753 -1.197
P 0.510 -0.644 -0.810
H -2.643 0.148 1.491
H -1.011 0.004 1.472
H -1.739 1.720 1.656
H -0.821 1.732 -0.422
H 1.826 1.673 0.730
H 2.653 0.265 0.758
H 3.289 1.659 0.093
*
```

Now the Löwdin charges, all in e: C -0.104; C -0.473; N 0.008; O -0.541; O -0.546; O -0.013; P 0.514; H 0.090; H -0.016; H 0.094; H 0.057; H -0.062; H -0.002; H -0.005

***

A cluster of 2 separate species, C19H30BrF8N2O7S in total in a non-equilibrium geometry, computed with ωB97M-V with the def2-TZVPD basis set.

Calculated values
M = 662.41 g mol⁻¹
LUMO level = 1.8 eV

The geometry in ORCA input format:
```
! RIJCOSX wB97M-V def2-TZVPD def2/J DEFGRID3
* xyz -1 1
C -0.637 -1.745 -3.741
C 0.548 -2.008 -3.212
N 1.031 -1.577 -1.887
C 1.335 -2.827 -1.066
F 2.395 -3.429 -1.735
C 0.229 -3.780 -0.846
C 0.865 -4.873 0.007
C 2.357 -0.832 -2.061
Br 2.604 -0.015 -3.810
C 2.458 0.298 -1.062
O 1.530 1.295 -1.448
C 0.220 0.823 -1.245
S -0.781 1.680 -2.482
O -2.178 1.465 -2.254
O -0.326 1.438 -3.818
C -0.568 3.523 -2.134
F -1.031 3.799 -0.905
F -1.425 4.048 -3.031
C 0.815 4.190 -2.381
F 0.548 5.495 -2.622
F 1.392 3.703 -3.490
C 1.855 4.159 -1.184
F 1.355 3.594 -0.088
F 2.959 3.509 -1.558
F 2.217 5.408 -0.883
C 0.074 -0.697 -1.064
O -1.221 -1.131 -1.144
C -1.910 -1.192 0.136
C -2.566 0.143 0.540
N -2.217 0.550 1.897
C -1.628 1.884 1.966
C -1.630 2.421 3.383
C -0.578 3.516 3.511
O -1.415 1.362 4.271
H -1.387 -1.125 -3.290
H -0.868 -2.138 -4.716
H 1.254 -2.636 -3.724
H 1.690 -2.514 -0.071
H -0.263 -4.177 -1.732
H -0.511 -3.361 -0.189
H 1.438 -5.668 -0.462
H 1.509 -4.293 0.657
H 0.095 -5.326 0.615
H 3.195 -1.502 -1.977
H 2.300 -0.025 -0.034
H 3.459 0.698 -1.142
H -0.104 1.228 -0.285
H 0.382 -0.857 -0.014
H -2.697 -1.925 0.003
H -1.272 -1.594 0.942
H -3.640 -0.014 0.519
H -2.372 0.936 -0.179
H -3.050 0.536 2.465
H -2.229 2.581 1.369
H -0.611 1.822 1.575
H -2.600 2.901 3.566
H -0.674 4.061 4.443
H 0.403 3.060 3.431
H -0.676 4.191 2.662
H -1.492 1.685 5.169
O 0.839 -2.486 1.485
C 0.593 -2.046 2.784
C -0.081 -3.123 3.701
O -0.350 -2.719 4.953
H -0.074 -1.173 2.859
H 1.501 -1.725 3.343
H 0.608 -4.020 3.621
H -0.989 -3.452 3.092
*
```

Now the Löwdin charges, all in e: C 0.096; C -0.175; N -0.050; C -0.293; F 0.012; C -0.171; C -0.082; C -0.503; Br 0.893; C -0.189; O -0.183; C -0.256; S 0.794; O -0.254; O -0.284; C -0.443; F 0.126; F 0.123; C -0.338; F 0.141; F 0.153; C -0.525; F 0.174; F 0.170; F 0.176; C -0.241; O -0.096; C -0.093; C -0.172; N -0.034; C -0.198; C -0.460; C -0.051; O -0.002; H 0.066; H 0.081; H 0.118; H 0.118; H 0.119; H 0.096; H 0.068; H 0.062; H 0.082; H 0.106; H 0.156; H 0.133; H 0.128; H 0.151; H 0.124; H 0.114; H 0.118; H 0.076; H 0.114; H 0.119; H 0.110; H 0.136; H 0.072; H 0.085; H 0.072; H 0.097; O -0.381; C -0.415; C -0.578; O -0.391; H 0.064; H 0.081; H 0.070; H 0.064

***

An isolated molecule of C2H2 in a non-equilibrium geometry, computed with ωB97M-V with the def2-TZVPD basis set.

Calculated values
M = 26.04 g mol⁻¹
LUMO level = 1.3 eV
structure (SMILES) = C#C

The geometry in ORCA input format:
```
! RIJCOSX wB97M-V def2-TZVPD def2/J DEFGRID3
* xyz 0 1
C 0.312 0.170 0.492
C -0.446 -0.140 -0.409
H 1.290 0.421 0.993
H -1.156 -0.451 -1.076
*
```

Now the Löwdin charges, all in e: C -0.024; C -0.008; H 0.048; H -0.016